[1]
Formula: C15H26ClCrN6S
Source: the OMol25 dataset
Level of theory: wB97M-V/def2-TZVPD

The geometry in XYZ format:
```
50
Properties=species:S:1:pos:R:3:mulliken_charge:R:1
Cr 0.71 0.75 0.56 0.020
N 1.68 -0.39 -0.88 -0.419
C 2.65 -1.41 -0.39 -0.682
C 1.98 -2.40 0.55 -0.673
C 1.61 -1.84 1.91 -0.638
N 0.46 -0.89 1.87 -0.357
H 0.93 -0.87 -1.38 0.336
H 2.14 0.20 -1.57 0.279
H 3.46 -0.89 0.12 0.303
H 3.07 -1.94 -1.25 0.460
H 2.67 -3.23 0.71 0.399
H 1.09 -2.83 0.07 0.298
H 2.47 -1.32 2.34 0.333
H 1.36 -2.66 2.58 0.477
H 0.29 -0.56 2.82 0.225
H -0.38 -1.42 1.64 0.385
Cl -0.39 2.21 2.13 -0.051
C 0.00 2.62 0.44 -1.003
H 0.76 3.40 0.45 0.481
H -0.91 2.89 -0.07 0.650
C 3.74 2.26 -0.63 -1.354
C 3.57 1.93 0.82 0.377
N 2.51 1.39 1.40 0.804
C 2.80 1.32 2.76 -0.737
C 4.04 1.80 2.98 -0.630
N 4.51 2.18 1.74 -0.042
H 2.77 2.32 -1.12 0.180
H 4.36 1.53 -1.14 0.316
H 4.21 3.24 -0.74 0.478
H 2.08 0.96 3.48 0.470
H 4.62 1.91 3.88 0.430
H 5.41 2.60 1.56 0.213
N -1.21 1.40 -2.47 -0.331
C -1.97 0.55 -1.75 0.572
S -1.42 -0.08 -0.25 0.003
N -3.16 0.22 -2.23 -0.160
C -4.10 -0.72 -1.68 0.185
C -5.40 -0.29 -1.48 -0.537
C -6.34 -1.19 -1.00 -0.546
C -5.97 -2.50 -0.73 -0.507
C -4.67 -2.92 -0.95 -0.652
C -3.72 -2.03 -1.44 -0.009
H -0.41 1.80 -2.03 0.084
H -1.55 1.81 -3.32 0.212
H -3.49 0.74 -3.03 0.282
H -5.68 0.73 -1.68 0.411
H -7.36 -0.87 -0.83 0.390
H -6.70 -3.20 -0.35 0.409
H -4.39 -3.95 -0.76 0.392
H -2.72 -2.36 -1.65 0.475
```

## Properties
LUMO level (spin up / spin down) = -6.935 / -6.408 eV
net charge = +2
Kohn-Sham gap (spin up / spin down) = 7.0106 / 7.5457 eV
highest occupied orbital energy (spin up / spin down) = -13.9 / -14.0 eV
<S²> = 0.7693
multiplicity = 2
ΔE to the lowest compared entry with this formula, charge and spin = 0.0 kJ/mol

[2]
Formula: C15H26CuNO2P
Source: the OMol25 dataset
Level of theory: wB97M-V/def2-TZVPD

The geometry in XYZ format:
```
46
Properties=species:S:1:pos:R:3:mulliken_charge:R:1
C -2.81 0.21 -4.06 -0.828
C -2.62 -1.01 -3.43 -0.987
C -1.85 -1.10 -2.25 1.948
C -1.33 0.05 -1.69 -0.412
C -1.52 1.28 -2.32 1.345
C -2.28 1.37 -3.49 -0.804
C -1.67 -2.46 -1.62 -1.181
C -0.24 -2.97 -1.43 -0.796
N 0.78 -1.92 -1.20 0.692
Cu -0.16 -0.08 -0.11 -1.494
C -0.83 2.50 -1.76 -1.326
P 0.76 1.87 -1.07 0.998
H -3.04 -1.93 -3.84 0.374
H -2.43 2.36 -3.93 0.410
H -3.39 0.27 -4.98 0.362
H -1.38 2.93 -0.90 0.450
H -0.64 3.28 -2.50 0.422
H -2.16 -2.49 -0.63 0.267
H -2.18 -3.21 -2.25 0.402
H -0.22 -3.63 -0.55 0.444
C 1.44 3.28 -0.15 -1.251
C 1.74 1.96 -2.62 -1.580
H 0.06 -3.55 -2.32 0.460
C 1.37 -1.48 -2.48 -1.380
C 1.86 -2.42 -0.34 -1.264
H 0.14 1.13 1.16 0.069
H 1.86 -2.32 -2.99 0.401
H 0.59 -1.07 -3.13 0.348
H 2.12 -0.70 -2.28 0.302
H 2.44 -3.21 -0.85 0.365
H 2.53 -1.60 -0.08 0.243
H 1.42 -2.82 0.58 0.379
H 1.76 3.00 -2.97 0.476
H 2.77 1.63 -2.40 0.387
H 1.32 1.32 -3.40 0.348
H 1.56 4.16 -0.80 0.390
H 0.77 3.52 0.69 0.404
H 2.42 2.97 0.24 0.386
H 0.66 0.55 1.30 -0.187
C -2.34 -1.30 3.26 -0.753
O -1.72 -0.53 2.21 -0.270
C -0.87 -1.17 1.41 1.228
O -0.60 -2.35 1.53 -0.593
H -1.59 -1.75 3.90 0.301
H -2.98 -2.06 2.81 0.292
H -2.93 -0.57 3.81 0.213
```

## Properties
LUMO level (spin up / spin down) = 0.548 / -0.225 eV
Kohn-Sham gap (spin up / spin down) = 7.4571 / 7.1468 eV
highest occupied orbital energy (spin up / spin down) = -6.9 / -7.4 eV
<S²> = 0.7589
multiplicity = 2

[3]
Formula: C15H26IO2P2SSn
Source: the OMol25 dataset
Level of theory: wB97M-V/def2-TZVPD

The geometry in XYZ format:
```
48
Properties=species:S:1:pos:R:3:mulliken_charge:R:1
C -0.04 0.04 -6.22 -0.740
C -0.04 0.66 -4.95 0.719
H -0.04 0.77 -7.06 0.392
H -0.96 -0.58 -6.26 0.343
H 0.88 -0.59 -6.26 0.345
O -0.05 1.30 -3.97 -0.142
I -0.02 -2.55 -2.61 -0.163
Sn -0.03 -0.19 -1.16 0.697
P 2.49 -0.11 -0.47 0.763
C 3.08 1.14 0.71 -1.146
C 3.15 -1.65 0.21 -0.926
H 4.24 -1.62 0.04 0.468
H 4.48 -0.03 -1.75 0.448
H 2.72 -2.52 -0.30 0.332
H 3.10 -0.54 -2.78 0.333
H 2.67 0.94 1.71 0.270
H 2.94 -1.73 1.28 0.161
C 3.42 0.16 -2.00 -1.184
H 4.17 1.06 0.74 0.438
H 3.31 1.20 -2.34 0.367
H 2.81 2.16 0.38 0.405
P -2.58 -0.05 -0.57 0.816
C -3.18 1.30 0.49 -1.171
C -3.49 0.14 -2.13 -1.186
H -3.02 -2.42 -0.36 0.365
H -4.40 -1.39 0.16 0.468
H -2.99 -1.62 1.24 0.335
C -3.31 -1.52 0.20 -1.135
H -3.17 -0.60 -2.88 0.339
H -4.55 -0.03 -1.90 0.432
H -4.26 1.17 0.59 0.438
H -2.97 2.28 0.02 0.418
H -3.36 1.16 -2.52 0.375
H -2.72 1.26 1.48 0.260
C -0.04 2.20 0.41 -0.016
O -0.13 3.02 1.21 -0.134
S -0.11 -1.83 1.40 -0.145
C 0.02 -1.00 2.88 0.852
C 1.28 -0.88 3.54 -0.615
C 1.39 -0.04 4.65 -0.543
C 0.30 0.70 5.10 -0.500
C -0.95 0.53 4.51 -0.675
C -1.10 -0.31 3.42 -0.417
H 2.15 -1.45 3.19 0.471
H 2.35 0.02 5.16 0.460
H 0.44 1.41 5.92 0.447
H -1.83 1.03 4.91 0.454
H -2.08 -0.40 2.92 0.429
```

## Properties
LUMO level (spin up / spin down) = -11.167 / -11.297 eV
net charge = +3
Kohn-Sham gap (spin up / spin down) = 5.7434 / 5.3115 eV
highest occupied orbital energy (spin up / spin down) = -16.9 / -16.6 eV
ΔE to the lowest compared entry with this formula, charge and spin = 0.0 kJ/mol

[4]
Formula: C15H26IrN3O2
Source: the OMol25 dataset
Level of theory: wB97M-V/def2-TZVPD

The geometry in XYZ format:
```
47
Properties=species:S:1:pos:R:3:mulliken_charge:R:1
Ir 0.68 -0.26 -0.10 1.055
N 0.95 -1.81 -1.38 -0.377
C 0.72 -3.27 -1.05 -0.505
C -0.74 -3.67 -1.14 -0.867
C -1.70 -2.78 -0.35 -0.366
C -1.23 -2.52 1.08 -0.713
N -0.68 -1.12 1.21 -0.681
H 0.38 -1.57 -2.20 0.357
H 1.92 -1.72 -1.70 0.438
H 1.17 -3.46 -0.08 0.277
H 1.31 -3.83 -1.79 0.467
H -0.80 -4.70 -0.77 0.367
H -1.05 -3.72 -2.19 0.430
H -2.68 -3.25 -0.33 0.463
H -1.85 -1.83 -0.86 0.149
H -0.44 -3.20 1.39 0.474
H -2.03 -2.62 1.81 0.420
H -0.29 -1.03 2.15 0.445
H -1.48 -0.48 1.20 0.446
N 4.17 1.77 -0.56 -0.288
C 3.30 0.88 -0.25 0.721
O 2.05 1.06 -0.59 -0.814
C 3.59 -0.39 0.47 -0.862
C 2.28 -0.97 1.03 -0.912
H 3.91 2.60 -1.09 0.282
H 5.15 1.68 -0.30 0.267
H 4.35 -0.25 1.24 0.507
H 4.04 -1.07 -0.27 0.328
H 2.12 -0.66 2.06 0.626
H 2.35 -2.06 1.03 0.432
C -2.46 1.85 -2.38 -1.783
C -1.55 1.52 -1.25 1.013
O -0.80 0.51 -1.37 -0.759
C -1.52 2.30 -0.02 0.833
C -2.45 3.31 0.21 -0.778
C -2.46 4.01 1.41 -0.839
C -1.54 3.71 2.39 -0.547
C -0.57 2.72 2.19 -1.240
C -0.57 2.04 1.00 -0.128
H -2.32 1.15 -3.20 0.343
H -2.26 2.87 -2.73 0.472
H -3.50 1.82 -2.05 0.472
H -3.19 3.55 -0.55 0.506
H -3.20 4.78 1.57 0.462
H -1.54 4.26 3.33 0.458
H 0.17 2.51 2.95 0.502
H 0.27 1.33 0.84 1.448
```

## Properties
LUMO level (spin up / spin down) = -11.564 / -13.279 eV
net charge = +3
Kohn-Sham gap (spin up / spin down) = 7.6065 / 5.8837 eV
highest occupied orbital energy (spin up / spin down) = -19.2 / -19.2 eV
<S²> = 0.7544
multiplicity = 2
ΔE to the lowest compared entry with this formula, charge and spin = 73.2 kJ/mol